(1)
71
Properties=species:S:1:pos:R:3 method="wB97M-V/def2-TZVPD" gap_ev="5.16 / 5.31" de_lowest_kcal_mol=4.5 charge=+2 multiplicity=3
W -0.278 -1.219 -1.200
C -0.991 4.612 4.929
O -0.033 3.661 4.475
C 0.789 4.027 3.469
C 0.798 5.289 2.880
C 1.677 5.541 1.835
C 2.506 4.543 1.345
C 2.551 3.305 1.994
C 1.706 3.055 3.050
N 3.324 4.936 0.233
N 3.698 4.131 -0.629
C 3.168 2.814 -0.741
C 4.046 1.766 -0.873
C 3.601 0.431 -0.990
C 2.260 0.177 -1.026
O 1.676 -1.053 -1.093
C 1.354 1.251 -1.061
N 0.045 0.903 -1.279
C -0.868 1.869 -1.358
C -0.531 3.216 -1.247
C 0.780 3.573 -1.032
C 1.770 2.580 -0.909
H -1.588 4.100 5.676
H -1.629 4.943 4.107
H -0.502 5.473 5.387
H 0.160 6.081 3.243
H 1.718 6.522 1.379
H 3.286 2.564 1.711
H 1.752 2.122 3.595
H 5.106 1.979 -0.831
H 4.312 -0.384 -1.031
H -1.891 1.560 -1.535
H -1.303 3.964 -1.351
H 1.050 4.619 -0.976
O -2.234 -1.023 -1.048
N -2.795 -1.115 0.165
N -1.937 -1.054 1.068
O -0.654 -0.936 0.765
C -2.304 -1.030 2.473
C -3.651 -1.026 2.810
C -3.975 -1.011 4.154
C -2.972 -0.997 5.119
C -1.635 -0.996 4.748
C -1.283 -1.016 3.407
H -4.419 -1.030 2.051
H -5.015 -1.005 4.449
H -3.239 -0.987 6.167
H -0.861 -0.982 5.501
H -0.248 -1.015 3.102
C -1.270 -1.830 -4.003
C 0.131 -2.364 -3.660
N 0.177 -3.777 -3.306
C 0.425 -4.731 -4.417
C -0.850 -5.237 -5.071
C 0.007 -4.177 -2.060
C 0.082 -5.631 -1.719
N -0.216 -3.286 -1.086
H -1.237 -0.745 -4.121
H -2.024 -2.101 -3.263
H -1.591 -2.247 -4.956
H 0.679 -1.768 -2.894
H 0.776 -2.208 -4.525
H 1.024 -5.553 -4.034
H 1.046 -4.206 -5.141
H -1.519 -5.706 -4.349
H -0.594 -5.983 -5.822
H -1.395 -4.439 -5.572
H 1.064 -6.030 -1.972
H -0.665 -6.198 -2.272
H -0.084 -5.780 -0.656
H -0.266 -3.731 -0.179


(2)
99
Properties=species:S:1:pos:R:3 method="wB97M-V/def2-TZVPD" gap_ev=6.24 charge=-1
C -4.090 2.830 1.542
C -3.763 1.407 0.746
O -2.877 0.633 1.631
P -1.614 -0.183 0.754
O -0.848 0.793 -0.225
C -0.512 -1.109 2.009
C 0.159 -0.170 3.174
Ga 0.982 1.606 2.509
S -0.683 3.183 2.307
C 2.256 2.266 4.053
O 3.222 3.264 3.515
C 2.459 4.489 3.188
C 2.495 5.151 1.681
O 1.674 5.132 4.097
C 2.176 1.443 0.827
C 3.063 0.034 0.777
C 2.532 -0.893 -0.466
Cl 4.860 0.403 0.446
O -2.390 -1.440 -0.232
C -2.526 -0.994 -1.627
C -3.241 -2.255 -2.458
H -4.091 2.656 2.711
H -3.311 3.643 1.192
H -5.146 3.203 1.179
H -4.809 0.894 0.550
H -3.314 1.654 -0.311
H -1.228 -1.877 2.576
H 0.282 -1.806 1.451
H -0.571 0.036 4.094
H 1.053 -0.808 3.641
H -1.509 2.966 3.435
H 2.902 1.336 4.383
H 1.613 2.661 4.947
H 3.384 4.666 1.067
H 1.474 4.879 1.138
H 2.578 6.326 1.766
H 1.615 1.660 -0.198
H 2.991 2.311 0.913
H 2.946 -0.451 1.839
H 1.713 -1.681 -0.188
H 3.427 -1.502 -0.957
H 2.078 -0.221 -1.330
H -3.263 -0.082 -1.737
H -1.489 -0.811 -2.180
H -2.558 -2.484 -3.410
H -4.346 -2.015 -2.770
H -3.145 -3.226 -1.780
C 7.815 -3.300 1.241
C 7.957 -3.870 -0.146
C 6.613 -4.530 -0.357
O 5.655 -3.774 0.396
C 6.362 -2.875 1.261
H 8.502 -2.476 1.451
H 7.984 -4.087 1.985
H 8.092 -3.057 -0.869
H 8.795 -4.564 -0.253
H 6.608 -5.555 0.029
H 6.317 -4.553 -1.410
H 6.240 -1.862 0.862
H 5.929 -2.910 2.264
C -6.636 2.515 -3.370
C -6.558 1.369 -4.346
C -5.146 0.868 -4.134
O -4.812 1.133 -2.765
C -5.811 2.000 -2.211
H -7.657 2.779 -3.083
H -6.161 3.403 -3.802
H -7.277 0.591 -4.063
H -6.758 1.658 -5.381
H -4.433 1.411 -4.763
H -5.046 -0.202 -4.337
H -6.423 1.408 -1.522
H -5.330 2.805 -1.648
C 10.135 -6.345 5.484
C 8.782 -6.761 4.966
C 7.928 -5.561 5.311
O 8.785 -4.412 5.264
C 10.145 -4.862 5.186
H 10.967 -6.879 5.019
H 10.184 -6.509 6.567
H 8.825 -6.889 3.878
H 8.410 -7.690 5.405
H 7.527 -5.638 6.327
H 7.094 -5.427 4.616
H 10.504 -4.664 4.170
H 10.761 -4.296 5.890
C -10.077 4.625 -7.021
C -10.628 4.620 -5.619
C -9.978 3.389 -5.027
O -8.710 3.233 -5.680
C -8.668 4.115 -6.810
H -10.108 5.605 -7.503
H -10.640 3.919 -7.643
H -10.288 5.516 -5.084
H -11.720 4.589 -5.575
H -10.571 2.491 -5.228
H -9.827 3.473 -3.946
H -7.982 4.935 -6.567
H -8.279 3.581 -7.681


(3)
12
Properties=species:S:1:pos:R:3 method="wB97M-V/def2-TZVPD" gap_ev="7.34 / 7.35" de_lowest_kcal_mol=65.6
C 0.926 0.381 -0.441
C 0.355 1.191 -1.560
C 0.187 -0.307 0.451
C 0.322 -1.193 1.622
P -1.158 1.899 -1.664
P -2.248 0.993 -0.132
H 1.990 0.378 -0.485
H 1.039 1.306 -2.417
H 1.223 -1.200 2.215
H 0.192 -2.142 1.073
H -0.446 -1.140 2.380
H -2.381 -0.166 -1.041


(4)
8
Properties=species:S:1:pos:R:3 method="wB97M-V/def2-TZVPD" gap_ev="5.53 / 5.62" de_lowest_kcal_mol=13.3 charge=+1
P 3.963 -0.478 -0.513
O 0.446 0.951 -0.160
C -0.807 0.546 -0.165
H -1.544 1.355 -0.297
C -1.262 -0.693 0.103
H -2.335 -0.880 0.122
H -0.578 -1.499 0.382
Tl 2.116 0.698 0.527


(5)
56
Properties=species:S:1:pos:R:3 method="wB97M-V/def2-TZVPD" gap_ev=5.41 de_lowest_kcal_mol=7.9 charge=-2
Rb -0.164 -0.544 -0.381
N 1.104 5.502 0.131
C 1.056 4.101 -0.015
S 0.574 3.276 1.427
N 1.393 3.756 -1.251
N 1.403 2.384 -1.519
C 1.999 2.174 -2.614
C 2.253 0.827 -3.163
C 2.365 0.586 -4.567
C 2.474 -0.695 -5.083
C 2.552 -1.725 -4.143
C 2.488 -1.397 -2.818
N 2.315 -0.204 -2.322
H 1.201 5.751 1.144
H 1.743 5.930 -0.548
H 2.502 3.012 -3.123
H 2.313 1.494 -5.177
H 2.552 -0.889 -6.164
H 2.563 -2.775 -4.410
H 2.492 -2.225 -2.127
I 3.835 -4.832 0.144
C 2.548 -4.443 1.751
C 2.578 -5.229 2.877
C 1.650 -5.024 3.846
I 1.938 -6.150 5.627
C 0.598 -4.055 3.727
C -0.453 -3.793 4.698
C -1.445 -2.903 4.440
C -1.342 -2.202 3.218
N -0.376 -2.391 2.331
C 0.573 -3.321 2.544
C 1.603 -3.403 1.488
O 1.453 -2.683 0.459
H 3.331 -6.012 3.045
H -0.465 -4.330 5.611
H -2.263 -2.744 5.126
H -2.100 -1.484 3.113
C -2.376 3.922 3.868
O -2.813 3.990 2.490
C -2.776 2.738 1.931
O -2.624 1.727 2.576
N -2.790 2.830 0.557
N -2.101 1.827 -0.216
H -2.494 4.867 4.346
H -1.277 3.799 3.796
H -2.802 3.089 4.366
H -2.693 3.776 0.172
H -1.130 2.110 -0.321
H -2.580 1.784 -1.116
F -2.173 -0.543 -2.761
C -2.646 0.616 -3.416
F -1.430 1.091 -3.900
C -3.342 -0.054 -4.615
F -2.653 -1.115 -5.179
F -3.586 0.799 -5.624
F -4.554 -0.593 -4.274


(6)
17
Properties=species:S:1:pos:R:3 method="wB97M-V/def2-TZVPD" gap_ev=8.54 de_lowest_kcal_mol=147.2
C 2.321 -1.195 -0.149
C 0.016 0.128 0.394
C -1.132 -0.837 0.209
C -1.711 0.430 -0.540
C -1.061 1.730 0.195
C -0.274 1.118 1.302
C -0.348 0.935 -0.842
H 2.169 -2.070 0.487
H 1.711 -1.295 -1.053
H 3.368 -1.068 -0.416
H -1.616 -1.218 1.111
H -0.980 -1.634 -0.530
H -2.555 0.424 -1.232
H -1.502 2.719 0.084
H -0.562 0.923 2.332
H 1.998 -0.311 0.401
H 0.159 1.220 -1.754


(7)
11
Properties=species:S:1:pos:R:3 method="wB97M-V/def2-TZVPD" gap_ev=9.19 de_lowest_kcal_mol=57.0
C -1.647 -0.654 -0.056
C 0.630 0.875 -0.154
H 2.171 -0.478 1.068
H -1.919 -0.161 0.882
H -2.048 -0.078 -0.894
H -2.099 -1.651 -0.061
H 0.201 1.429 -0.995
H 0.331 1.349 0.786
H 1.718 0.917 -0.232
S 0.140 -0.861 -0.196
Cl 2.521 -0.687 -0.148